Below is one molecule with the formula C19H22N2O4 in a non-equilibrium geometry, with properties calculated with ωB97M-V/def2-TZVPD.

ORCA input file:
```
! wB97M-V def2-TZVPD RIJCOSX def2/J DEFGRID3
* xyz 0 1
C -7.775 -1.021 0.618
O -6.817 0.007 0.578
C -5.532 -0.316 0.280
C -5.069 -1.592 0.010
C -3.730 -1.817 -0.278
C -2.832 -0.763 -0.303
C -1.401 -0.972 -0.606
N -0.881 -2.202 -0.344
N -0.837 0.033 -1.162
O 0.501 0.034 -1.602
C 1.542 -0.392 -0.905
O 1.499 -0.981 0.154
C 2.816 -0.007 -1.623
C 3.268 1.393 -1.186
C 3.701 1.438 0.285
C 4.931 0.607 0.517
C 4.831 -0.686 1.014
C 5.963 -1.462 1.192
C 7.211 -0.953 0.874
C 7.321 0.335 0.379
C 6.188 1.108 0.201
C -3.293 0.531 -0.045
C -4.621 0.769 0.245
O -5.156 1.989 0.510
C -4.309 3.111 0.453
H -7.873 -1.518 -0.353
H -7.537 -1.766 1.385
H -8.716 -0.535 0.869
H -5.746 -2.431 0.015
H -3.414 -2.822 -0.515
H -1.417 -2.790 0.274
H 0.122 -2.253 -0.208
H 2.625 -0.008 -2.696
H 3.589 -0.736 -1.378
H 2.449 2.097 -1.348
H 4.107 1.695 -1.816
H 2.888 1.074 0.914
H 3.904 2.477 0.555
H 3.857 -1.084 1.259
H 5.872 -2.466 1.580
H 8.096 -1.558 1.014
H 8.293 0.738 0.132
H 6.279 2.115 -0.183
H -2.574 1.330 -0.086
H -3.864 3.229 -0.540
H -3.513 3.052 1.202
H -4.945 3.968 0.669
*
```

Results
SMILES: COc1ccc(/C(N)=N/OC(=O)CCCc2ccccc2)cc1OC
Energy relative to the best compared isomer or geometry (same formula, charge and spin), kJ/mol: 346.8


Below is a 2-piece molecular cluster, C3H11NOS2 overall in a non-equilibrium geometry, with properties calculated with ωB97M-V/def2-TZVPD.

ORCA input file:
```
! wB97M-V def2-TZVPD RIJCOSX def2/J DEFGRID3
* xyz 0 1
C -1.880 0.687 -0.621
S -0.215 0.590 0.242
S 1.500 -0.078 -0.757
C 1.456 -1.846 -0.659
C 0.120 -2.440 -1.121
N -0.957 -2.440 -0.309
H -2.648 0.029 -0.087
H -2.193 1.761 -0.755
H -1.637 0.304 -1.578
H 1.735 -2.316 0.305
H 2.198 -2.290 -1.365
H 0.279 -3.497 -1.496
H -0.294 -1.818 -1.970
H -1.496 -3.359 -0.325
H -0.980 -1.974 0.610
O -0.778 4.344 3.057
H -0.977 4.785 3.956
H 0.185 4.113 3.056
*
```

Results
SMILES: CSSCCN.O
Energy relative to the best compared isomer or geometry (same formula, charge and spin), kJ/mol: 158.6


Below is C4H12N2P as an isolated structure in a non-equilibrium geometry, with properties calculated with ωB97M-V/def2-TZVPD.

ORCA input file:
```
! wB97M-V def2-TZVPD RIJCOSX def2/J DEFGRID3
* xyz 1 1
C -2.446 -1.203 -1.347
C 0.858 1.779 0.359
C -2.568 -1.214 0.115
C 3.465 0.518 0.248
N -1.690 -0.737 0.919
N 0.565 0.333 0.536
P 2.113 0.920 1.460
H -3.153 -1.840 -1.794
H -2.622 -0.211 -1.598
H 1.059 2.133 -0.668
H 0.011 2.463 0.804
H -3.648 -1.362 0.392
H 4.465 0.935 0.392
H 3.227 0.653 -0.814
H 3.443 -0.617 0.441
H -0.603 -0.320 0.728
H -1.864 -0.561 1.852
H 0.783 -0.248 -0.313
H -1.396 -1.420 -1.712
*
```

Results
Energy relative to the best compared isomer or geometry (same formula, charge and spin), kJ/mol: 142.4


Below is a 9-piece molecular cluster, C35H69FO14S3 overall in a non-equilibrium geometry, with properties calculated with ωB97M-V/def2-TZVPD.

ORCA input file:
```
! wB97M-V def2-TZVPD RIJCOSX def2/J DEFGRID3
* xyz 0 1
C 1.298 -0.863 5.197
C 0.140 -1.718 5.690
O -0.019 -2.779 4.779
S -1.221 -3.865 5.105
C -2.615 -3.036 4.304
O -0.855 -5.107 4.420
O -1.447 -3.858 6.542
H 1.107 -0.366 4.245
H 2.156 -1.514 5.028
H 1.540 -0.059 5.892
H 0.256 -2.031 6.727
H -0.764 -1.119 5.806
H -3.518 -3.645 4.356
H -2.222 -2.841 3.306
H -2.795 -2.092 4.819
C -0.548 -1.358 -4.625
C 0.121 -0.904 -5.934
O -0.811 -1.045 -7.001
S -1.579 0.302 -7.621
C -2.656 0.689 -6.200
O -0.642 1.425 -7.790
O -2.375 -0.154 -8.765
H -1.210 -0.538 -4.346
H 0.156 -1.470 -3.800
H -1.068 -2.315 -4.653
H 0.379 0.137 -5.740
H 0.928 -1.579 -6.216
H -2.030 1.178 -5.453
H -3.101 -0.254 -5.883
H -3.416 1.410 -6.502
C -6.271 -1.609 -0.580
C -5.547 -0.958 -1.824
O -5.284 0.416 -1.570
S -4.297 1.266 -2.652
C -5.442 1.342 -4.119
O -4.241 2.608 -2.030
O -3.123 0.490 -3.067
H -7.217 -1.107 -0.376
H -5.679 -1.498 0.329
H -6.551 -2.662 -0.623
H -4.580 -1.424 -2.012
H -6.203 -1.067 -2.687
H -5.689 0.351 -4.500
H -5.004 1.978 -4.888
H -6.403 1.773 -3.837
F 0.917 0.391 -2.060
C 0.565 -0.204 -0.908
C 1.541 -0.659 -0.014
C 1.108 -1.135 1.197
C -0.225 -1.295 1.503
C -1.198 -0.910 0.575
C -0.795 -0.398 -0.630
H 2.567 -0.629 -0.350
H 1.801 -1.456 1.961
H -0.525 -1.628 2.486
H -2.245 -1.039 0.808
H -1.563 -0.121 -1.336
C 0.500 4.630 -0.226
C -0.292 3.330 -0.354
C -1.645 3.726 -0.851
O -1.676 5.193 -0.712
C -0.623 5.679 -0.036
H 1.052 4.925 -1.118
H 1.326 4.647 0.484
H -0.380 2.899 0.644
H 0.123 2.543 -0.983
H -2.412 3.355 -0.170
H -1.775 3.350 -1.866
H -0.829 5.722 1.034
H -0.319 6.685 -0.325
C -4.618 2.993 3.259
C -4.375 1.806 2.278
C -2.898 1.666 2.211
O -2.399 2.977 2.427
C -3.273 3.640 3.350
H -5.043 2.633 4.196
H -5.442 3.611 2.903
H -4.863 1.851 1.304
H -4.808 0.930 2.762
H -2.622 1.232 1.250
H -2.470 0.965 2.927
H -3.147 4.706 3.159
H -2.910 3.365 4.341
C 3.866 3.483 -1.800
C 5.112 3.395 -2.689
C 5.854 2.159 -2.215
O 4.890 1.474 -1.423
C 3.563 2.035 -1.636
H 3.021 3.871 -2.369
H 3.971 4.002 -0.847
H 5.784 4.245 -2.803
H 4.763 3.185 -3.700
H 6.722 2.467 -1.633
H 6.185 1.553 -3.058
H 2.849 1.824 -0.839
H 3.121 1.656 -2.557
C 5.724 -1.331 3.079
C 6.165 -1.551 1.612
C 5.460 -0.472 0.787
O 4.401 -0.007 1.608
C 4.774 -0.106 2.963
H 6.554 -1.194 3.772
H 5.151 -2.121 3.564
H 5.825 -2.562 1.390
H 7.243 -1.559 1.454
H 5.006 -0.717 -0.173
H 6.187 0.312 0.574
H 3.935 -0.091 3.659
H 5.332 0.772 3.287
C 1.500 -4.800 0.412
C 3.000 -4.799 0.194
C 3.583 -5.421 1.452
O 2.494 -5.972 2.181
C 1.384 -5.047 1.928
H 1.032 -5.579 -0.189
H 0.944 -3.909 0.121
H 3.262 -3.744 0.118
H 3.327 -5.358 -0.682
H 4.101 -4.720 2.108
H 4.264 -6.229 1.187
H 1.421 -4.147 2.542
H 0.445 -5.499 2.247
*
```

Results
Total energy, eV: -101295.9742
SMILES: CCOS(C)(=O)=O.CCOS(C)(=O)=O.CCOS(C)(=O)=O.Fc1ccccc1.C1CCOC1.C1CCOC1.C1CCOC1.C1CCOC1.C1CCOC1


Below is a 2-piece molecular cluster, H2N2S overall in a non-equilibrium geometry, with properties calculated with ωB97M-V/def2-TZVPD.

ORCA input file:
```
! wB97M-V def2-TZVPD RIJCOSX def2/J DEFGRID3
* xyz 0 3
N 0.084 -0.161 -0.847
N 0.054 0.718 0.184
S -1.380 -0.336 -0.057
H 1.178 -1.951 0.738
H 0.063 1.731 -0.018
*
```

Results
<S²>: 2.0071
Energy relative to the best compared isomer or geometry (same formula, charge and spin), kJ/mol: 60.4


Below is a 2-piece molecular cluster, C2H8N4O2 overall in a non-equilibrium geometry, with properties calculated with ωB97M-V/def2-TZVPD.

ORCA input file:
```
! wB97M-V def2-TZVPD RIJCOSX def2/J DEFGRID3
* xyz 0 1
N -0.210 -1.515 1.079
N 0.812 -1.328 0.236
C 1.086 -0.039 -0.011
N 2.011 0.252 -1.018
N 1.012 0.938 0.987
H -0.494 -2.491 0.982
H -1.122 -0.844 0.548
H 2.227 -0.561 -1.578
H 2.848 0.701 -0.671
H 0.869 1.873 0.631
H 0.335 0.715 1.703
O -2.365 -0.440 -1.458
C -1.670 0.065 -0.613
O -2.011 1.199 0.059
H -0.383 0.080 -0.739
H -2.943 1.397 -0.138
*
```

Results
SMILES: NN=C(N)N.O=CO
Energy relative to the best compared isomer or geometry (same formula, charge and spin), kJ/mol: 457.3


Below is C22H41ClNP3STb as an isolated structure in a non-equilibrium geometry, with properties calculated with ωB97M-V/def2-TZVPD.

ORCA input file:
```
! wB97M-V def2-TZVPD RIJCOSX def2/J DEFGRID3
* xyz 3 7
Tb 0.247 0.091 0.422
P -2.677 -0.010 0.174
P 0.017 -2.854 0.164
P -0.095 0.002 -2.246
H 1.592 2.436 2.368
C 0.964 3.129 1.758
C -0.348 2.892 1.548
H -1.045 2.242 2.136
C -3.861 0.141 1.587
C -3.578 -1.433 -0.608
C -3.399 1.306 -0.884
C 1.761 -3.414 0.234
C -0.655 -4.099 1.336
C -0.434 -3.745 -1.366
C -0.173 1.719 -2.875
C -1.323 -0.763 -3.349
C 1.394 -0.674 -3.067
H 1.515 3.951 1.249
H -0.874 3.382 0.728
H -3.516 0.895 2.303
H -3.995 -0.811 2.120
H -4.831 0.458 1.178
H -3.450 -2.347 -0.013
H -3.220 -1.609 -1.629
H -4.651 -1.179 -0.648
H -3.079 2.289 -0.522
H -4.488 1.221 -0.794
H -3.110 1.189 -1.934
H 1.789 -4.494 0.050
H 2.184 -3.187 1.217
H 2.337 -2.894 -0.537
H -0.231 -5.064 1.038
H -1.749 -4.139 1.294
H -0.358 -3.876 2.364
H -0.237 -4.813 -1.212
H 0.157 -3.385 -2.211
H -1.495 -3.604 -1.583
H 0.377 1.718 -3.824
H 0.268 2.474 -2.212
H -1.223 1.981 -3.053
H -0.962 -0.623 -4.381
H -2.305 -0.297 -3.255
H -1.407 -1.833 -3.149
H 1.391 -0.265 -4.085
H 1.303 -1.766 -3.106
H 2.342 -0.429 -2.580
C 3.588 2.437 -1.071
C 4.812 1.918 -1.620
C 5.879 2.770 -1.891
C 5.783 4.136 -1.628
C 4.578 4.673 -1.226
C 3.485 3.830 -0.986
S 2.142 1.394 -0.637
H 2.257 0.563 0.555
H 4.899 0.850 -1.879
H 6.801 2.441 -2.389
H 6.609 4.825 -1.848
H 4.383 5.759 -1.178
H 2.467 4.252 -0.818
Cl -3.382 -2.990 4.171
C -2.141 -1.781 4.136
C -1.747 -1.136 5.314
C -0.791 -0.133 5.151
C -0.252 0.171 3.910
N -0.625 -0.470 2.777
C -1.563 -1.443 2.907
H -2.199 -1.409 6.278
H -0.464 0.450 6.012
H 0.504 0.962 3.814
H -1.888 -1.979 2.000
*
```

Results
<S²>: 12.7074
Energy relative to the best compared isomer or geometry (same formula, charge and spin), kJ/mol: 3.6


Below is one molecule with the formula C16H21N5O, with properties calculated with ωB97M-V/def2-TZVPD.

ORCA input file:
```
! wB97M-V def2-TZVPD RIJCOSX def2/J DEFGRID3
* xyz 0 1
C -7.167 -0.191 -0.487
C -5.741 0.326 -0.384
O -4.919 -0.756 0.007
C -3.582 -0.536 0.163
C -2.843 -1.670 0.548
C -1.483 -1.620 0.748
C -0.845 -0.400 0.556
N 0.481 -0.074 0.684
C 0.643 1.259 0.383
C 1.743 2.128 0.324
N 3.038 1.839 0.649
C 3.622 0.523 0.671
C 3.642 -0.143 -0.729
N 4.106 -1.510 -0.787
C 5.477 -1.692 -0.367
C 3.217 -2.476 -0.183
N 1.529 3.398 -0.028
C 0.296 3.800 -0.298
N -0.804 3.085 -0.283
C -0.623 1.805 0.057
C -1.575 0.742 0.168
C -2.952 0.681 -0.031
H -7.831 0.615 -0.787
H -7.220 -0.991 -1.220
H -7.491 -0.581 0.475
H -5.408 0.720 -1.354
H -5.681 1.132 0.360
H -3.385 -2.592 0.684
H -0.933 -2.500 1.044
H 1.203 -0.723 0.941
H 3.655 2.601 0.408
H 4.644 0.626 1.044
H 3.073 -0.099 1.384
H 2.632 -0.116 -1.147
H 4.285 0.453 -1.384
H 5.808 -2.683 -0.681
H 5.616 -1.614 0.722
H 6.104 -0.949 -0.856
H 2.210 -2.332 -0.573
H 3.550 -3.475 -0.463
H 3.192 -2.428 0.918
H 0.196 4.843 -0.571
H -3.476 1.574 -0.325
*
```

Results
SMILES: CCOc1ccc2[nH]c3c(NCCN(C)C)ncnc3c2c1
Energy relative to the best compared isomer or geometry (same formula, charge and spin), kJ/mol: 0.0


Below is one molecule with the formula CH3N3O2S in a non-equilibrium geometry, with properties calculated with ωB97M-V/def2-TZVPD.

ORCA input file:
```
! wB97M-V def2-TZVPD RIJCOSX def2/J DEFGRID3
* xyz 0 1
C -0.244 0.669 -0.517
N -1.033 1.575 -0.539
N -0.201 -0.402 2.119
N 0.488 -0.302 -0.453
O 1.789 -1.656 1.289
O 1.959 0.762 1.492
S 1.137 -0.380 1.550
H -0.332 0.656 2.231
H -1.273 2.155 -1.350
H 1.220 -0.604 -0.969
*
```

Results
Energy relative to the best compared isomer or geometry (same formula, charge and spin), kJ/mol: 267.5


Below is a 2-piece molecular cluster, C5H13N overall in a non-equilibrium geometry, with properties calculated with ωB97M-V/def2-TZVPD.

ORCA input file:
```
! wB97M-V def2-TZVPD RIJCOSX def2/J DEFGRID3
* xyz 1 2
C -3.319 0.060 -2.067
C -2.032 0.694 -1.974
C -1.639 1.611 -2.945
H -3.400 -0.681 -2.869
H -3.482 -0.619 -1.222
H -4.165 0.753 -2.033
H -1.352 0.246 -1.254
H -0.601 1.684 -3.253
H -2.405 2.258 -3.358
C 2.381 -1.560 1.792
C 2.366 -0.399 2.760
N 1.665 0.792 2.186
H 2.978 -1.345 0.904
H 2.852 -2.472 2.173
H 1.391 -1.894 1.463
H 1.952 -0.639 3.728
H 3.410 -0.116 2.910
H 1.070 0.359 1.478
H 2.331 1.268 1.582
*
```

Results
<S²>: 0.7531
Energy relative to the best compared isomer or geometry (same formula, charge and spin), kJ/mol: 268.7


Below is one molecule with the formula C17H34BrN3O6P2S in a non-equilibrium geometry, with properties calculated with ωB97M-V/def2-TZVPD.

ORCA input file:
```
! wB97M-V def2-TZVPD RIJCOSX def2/J DEFGRID3
* xyz 0 1
H -1.696 -3.503 -3.371
N -0.730 -3.594 -3.076
C 0.032 -2.858 -3.744
N -0.425 -2.042 -4.820
N 1.406 -2.751 -3.517
C 1.811 -2.990 -2.112
C 2.897 -1.965 -1.701
C 2.804 -1.608 -0.193
C 2.802 -0.106 0.127
C 1.462 0.616 0.060
O 0.960 0.877 1.345
C 0.778 -0.271 2.164
C -0.420 -0.156 3.100
C -0.189 0.807 4.255
C -1.694 0.121 2.293
C -2.972 -0.461 2.933
C -3.135 -1.885 2.372
C -4.151 0.345 2.364
O 0.364 -0.023 -0.624
C -0.563 0.973 -0.734
O -1.721 0.828 -0.742
C 0.104 2.372 -0.928
P -0.205 3.804 0.256
O 0.229 3.387 1.790
O -1.795 4.257 0.238
P -0.507 2.883 -2.653
O -1.998 3.472 -2.419
Br -0.884 0.965 -3.802
C 1.585 1.890 -0.813
C 2.108 1.623 -2.244
S 2.823 3.121 -0.182
H 0.217 -2.203 -5.596
H -1.314 -2.406 -5.147
H 1.935 -3.367 -4.119
H 0.972 -2.994 -1.428
H 2.251 -3.985 -2.056
H 3.842 -2.485 -1.858
H 2.906 -1.109 -2.366
H 3.700 -2.015 0.273
H 1.978 -2.170 0.232
H 3.168 0.006 1.142
H 3.574 0.351 -0.476
H 0.697 -1.217 1.635
H 1.663 -0.357 2.809
H -0.542 -1.154 3.529
H -1.097 0.915 4.848
H 0.549 0.357 4.918
H 0.164 1.786 3.941
H -1.807 1.198 2.164
H -1.577 -0.394 1.350
H -2.958 -0.462 4.021
H -3.250 -1.833 1.292
H -2.264 -2.500 2.593
H -4.045 -2.330 2.769
H -4.162 1.325 2.842
H -4.025 0.457 1.290
H -5.094 -0.179 2.513
H -0.368 3.735 2.469
H -2.272 4.089 1.067
H -2.582 2.822 -1.988
H 3.151 1.324 -2.227
H 1.563 0.781 -2.668
H 2.067 2.521 -2.846
H 3.810 2.961 -1.082
*
```

Results
Total energy, eV: -134391.6612
SMILES: [H]/N=C(\N)NCCCC[C@]1(OC[C@@H](C)CC(C)C)OC(=O)[C@](P(O)O)(P(O)Br)[C@@]1(C)S


Below is a 2-piece molecular cluster, C4H10N3O2 overall in a non-equilibrium geometry, with properties calculated with ωB97M-V/def2-TZVPD.

ORCA input file:
```
! wB97M-V def2-TZVPD RIJCOSX def2/J DEFGRID3
* xyz 1 1
C -2.288 0.604 -0.047
C -1.323 -0.379 0.070
C 1.248 1.490 0.706
C 1.795 -0.363 -0.695
N -1.395 -1.663 0.130
N -3.601 0.420 -0.143
N 1.019 0.773 -0.468
O -4.026 -0.886 -0.094
O -4.435 1.269 -0.281
H -1.987 1.640 -0.106
H 1.972 2.278 0.448
H 0.349 2.030 1.002
H 1.665 0.915 1.541
H 2.062 -0.938 0.204
H 1.335 -0.985 -1.465
H 2.747 -0.011 -1.125
H -2.279 -2.175 0.124
H -0.551 -2.219 0.184
H -4.999 -0.910 -0.187
*
```

Results
Energy relative to the best compared isomer or geometry (same formula, charge and spin), kJ/mol: 764.0